This record from the Open Molecules 2025 dataset describes a structure of composition C16H18Br15N2. The level of theory is ωB97M-V/def2-TZVPD.

Values from the calculation:
highest occupied orbital energy	-11.85	eV
charge	+1
LUMO energy	-3.922	eV
largest force on an atom	1.4	eV/A

Geometry (Å):
Br 2.7280 -2.7383 -5.4920
Br -2.9015 -4.3237 6.3711
Br -0.4452 -5.9975 5.2242
Br 3.2611 -3.7745 -2.5366
Br 0.7318 -1.3994 6.0282
Br 0.1061 6.2462 5.7805
Br -0.1234 -4.3644 -0.5251
Br 1.3246 -7.1310 -1.1610
Br -0.5022 -6.8522 1.4345
Br 2.9931 5.5879 4.5965
Br 3.4335 -0.6606 -3.1846
Br 0.4589 3.9079 3.6329
Br -1.6841 -3.6331 3.5007
Br 3.3809 0.2872 5.4694
Br 1.0393 0.1881 3.2977
N -2.1845 4.2451 -1.8804
N 0.1464 -1.0233 -2.0203
C -0.8145 0.2850 -3.7234
C 0.6836 -5.9615 0.2211
C -0.4327 2.0807 1.7473
C 3.7005 -2.4478 -3.8554
C -2.3484 2.2349 -3.2143
C -1.3271 0.7314 -1.4172
C -1.4849 1.0616 -2.7760
C -1.0721 1.9036 0.7432
C 1.9677 -0.7649 4.7045
C -2.0420 -5.0136 4.7980
C -0.0113 -0.7524 -3.3185
C -2.0235 1.4640 -0.2819
C -1.6572 3.5064 -2.7589
C -0.2944 3.8319 -3.3708
C 1.0994 5.6239 4.2556
C -0.4959 -0.3173 -1.0756
H 2.4232 -1.6315 4.2468
H 0.9312 6.3290 3.4545
H -0.1904 3.4638 -4.3922
H -2.7309 -5.7038 4.3322
H -1.5879 5.0455 -1.6748
H 0.7600 -1.7746 -1.7143
H 4.7527 -2.5458 -4.0842
H -0.2270 4.9191 -3.4124
H -0.3323 -0.5730 -0.0354
H 0.4918 3.4551 -2.7144
H 0.5057 -1.3637 -4.0462
H -2.7716 0.7905 0.1481
H -3.3411 2.1276 -2.7790
H -0.8977 0.4697 -4.7860
H -2.3933 2.1856 -4.3027
H 0.4217 2.0804 2.4037
H 1.5431 -5.6387 0.7913
H -2.5669 2.3345 -0.6482



This record from the Open Molecules 2025 dataset describes the molecule C16H18BrNO2. The level of theory is ωB97M-V/def2-TZVPD.

Values from the calculation:
highest occupied orbital energy	-8.85	eV
LUMO energy	0.478	eV
largest force on an atom	2.9	eV/A
SMILES	C#C[C@]1(O)C[C@@](C)(C(=O)N[C@H](C)c2ccc(Br)cc2)C1

Geometry (Å):
Br 5.2707 -2.7549 3.1972
O 0.4070 3.0555 -0.5188
O -1.3326 -1.1347 0.7328
N -0.2680 0.7323 1.2204
C 0.4473 3.0113 -2.9540
C 3.4543 -0.6486 3.8344
C -0.7463 0.2810 -1.2366
C -0.8285 -0.1273 0.2669
C -0.1084 0.4635 2.6493
C -0.1003 1.8438 3.3766
C 0.1131 2.2923 -1.6745
C 3.6466 -1.7547 2.9915
C -1.3046 -0.8241 -2.2210
C 0.6281 0.8629 -1.6279
C 2.5432 -2.2490 2.2940
C 0.4026 3.5921 -4.0201
C 1.3464 -1.5514 2.2028
C 1.1924 -0.2928 2.8361
C -1.3649 1.7526 -1.5462
C 2.2246 0.1606 3.6974
H 1.4382 0.6545 -0.8575
H -1.1541 2.2403 3.4238
H 0.3099 1.8164 4.4551
H -2.3665 -0.5156 -2.4352
H 0.4565 4.0077 -4.9848
H 4.3559 -0.2491 4.3374
H -1.0108 -0.1004 2.9418
H -1.9111 2.2158 -0.7221
H 0.4805 2.6942 2.8963
H -1.9485 1.7991 -2.5342
H 2.1210 1.0952 4.2902
H 0.9651 0.4830 -2.5783
H 2.6856 -3.1797 1.7122
H -1.2269 -1.8217 -1.8873
H -0.6822 -0.8988 -3.1564
H 0.2293 1.5147 0.8568
H 1.1483 3.6253 -0.7899
H 0.5960 -1.9824 1.6406



This record from the Open Molecules 2025 dataset describes a structure of composition C16H18BrNSn. The level of theory is ωB97M-V/def2-TZVPD.

Values from the calculation:
highest occupied orbital energy	-0.32	eV
charge	-2
LUMO energy	5.498	eV
largest force on an atom	2.6	eV/A

Geometry (Å):
Sn -1.2079 -0.5452 0.5876
Br -3.0293 1.3587 0.9297
N 1.0360 0.2946 1.4975
C 2.3817 0.0516 1.3238
C 3.0549 -0.9580 0.4951
C -4.5671 -2.1999 -0.8117
C 1.3569 1.3531 -1.4606
C -0.3005 -0.1791 -1.9153
C -3.8856 -3.1557 0.0109
C 2.2093 1.7591 2.7976
C -0.9103 0.9979 -1.2892
C 3.1320 0.9661 2.1208
C -0.3473 1.8572 2.8920
C 0.9222 1.3162 2.4076
C -3.7992 -2.6182 1.3302
C 0.1713 1.8822 -0.9300
C 1.0693 0.1073 -2.0775
C -4.4282 -1.3437 1.3269
C -4.9042 -1.0860 0.0014
H 3.7398 -1.5235 1.1682
H 2.3385 1.8263 -1.4163
H 1.7932 -0.4732 -2.6364
H -5.4205 -0.1859 -0.3312
H -3.3643 -3.1054 2.2048
H 0.0517 2.8404 -0.4226
H 3.6280 -0.4611 -0.3106
H -4.8096 -2.3166 -1.8696
H -3.5105 -4.1274 -0.3135
H 2.3646 2.5501 3.5307
H -0.8548 -1.0395 -2.2650
H -1.0306 1.0540 3.2105
H -4.5478 -0.6993 2.1990
H 2.3535 -1.6768 0.0487
H -1.9620 1.2742 -1.3479
H -0.1061 2.4924 3.7639
H -0.8829 2.4493 2.1323
H 4.2127 0.9834 2.1899



This record from the Open Molecules 2025 dataset describes a structure of composition C16H18CaF12N2O17S4. The level of theory is ωB97M-V/def2-TZVPD.

Values from the calculation:
highest occupied orbital energy	-10.08	eV
LUMO energy	0.023	eV
largest force on an atom	2.5	eV/A

Geometry (Å):
Ca 0.1336 -1.4194 -0.4638
S 2.7426 -3.1512 1.5968
S -2.4356 -1.4196 -2.3886
S 2.8815 -0.5322 0.9058
S -3.0861 -3.3465 -0.7093
F -1.7324 -4.8787 0.9581
F -4.6141 0.0547 -2.3632
F 2.1686 1.3682 2.5660
F -3.7246 -4.3628 1.5966
F 0.8292 -4.9553 1.6893
F -2.1464 -2.8967 1.7160
F 1.5832 -0.5974 3.2269
F -2.8085 1.1453 -1.8749
F 1.6986 -4.4587 3.6040
F -3.7288 -0.1398 -0.3942
F 0.3000 -3.0941 2.6536
F 3.6443 0.0244 3.4083
O 0.0074 0.8939 -1.2782
O -1.2707 -0.8794 -2.9973
O 3.8128 -1.7247 -2.4811
O -0.3202 2.6848 0.0276
O -2.8348 -4.4959 -1.5230
O -0.8738 -0.3842 1.4043
O 2.7772 -0.0525 -3.4757
O 1.6127 -1.5300 -2.2632
O 3.2432 -4.1488 0.7101
O 4.2809 -0.7251 0.7848
O -0.3231 2.9048 -2.1869
O -4.4329 -2.8850 -0.5929
O 2.3045 0.4089 -0.0169
O -1.6559 -0.5609 3.4806
O 3.5788 -2.6932 2.6481
O -1.8307 1.3721 2.4094
O -3.2944 -2.1990 -3.2099
N 2.0129 -1.9307 0.8148
N -1.9585 -2.1996 -0.9724
C 4.8665 -0.9851 -3.0863
C -3.4717 -0.0030 -1.6833
C -1.9242 4.7077 -2.1577
C -3.8997 1.9691 3.5868
C -0.2080 2.0565 -1.1618
C -0.5803 4.2364 -1.7005
C -2.1343 0.3360 4.4813
C 2.5727 0.0975 2.6597
C -2.4221 1.6280 3.6952
C -0.4414 4.0793 -0.1739
C 2.6451 -1.1395 -2.7345
C 4.1245 -0.0261 -4.0352
C -1.3845 0.1149 2.3581
C 4.5969 1.3860 -4.0627
C -2.6380 -3.9009 1.0000
C 1.2924 -3.9654 2.4441
H -2.0279 4.7280 -3.2397
H -3.0118 -0.1152 4.9354
H 5.4765 -1.6664 -3.6733
H 5.4463 -0.4553 -2.3331
H 4.0232 -0.4808 -5.0222
H -4.3967 1.1745 3.0199
H 5.6687 1.4641 -4.2539
H -2.7378 4.1009 -1.7504
H 0.4466 4.5884 0.2035
H -1.2987 4.5045 0.3490
H 4.4792 1.8317 -3.0690
H -2.0806 5.7240 -1.7808
H 0.1619 4.9200 -2.1136
H 4.0209 1.9940 -4.7559
H -1.3779 0.5074 5.2459
H -1.9158 2.4846 4.1430
H -4.0582 2.9176 3.0797
H -4.3520 1.9913 4.5763



This record from the Open Molecules 2025 dataset describes a cluster of 4 separate species, C16H18ClIO12 in total. The level of theory is ωB97M-V/def2-TZVPD.

Values from the calculation:
highest occupied orbital energy	-9.85	eV
LUMO energy	-1.800	eV
largest force on an atom	9.9	eV/A
SMILES	CC[C@@H](Cl)C1=C(I)C(=O)OC1=O.O=C1OCCO1.O=C1OCCO1.O=C1OCCO1

Geometry (Å):
I -2.8009 -0.8167 -3.3246
Cl -2.6760 3.1971 -2.4656
O -1.6773 -1.0340 2.3954
O -3.1762 -2.7370 2.6907
O -5.7487 0.3499 0.1433
O -3.8951 -0.6030 2.7525
O 3.1623 4.0370 -0.6671
O 5.5542 -1.9313 -1.7238
O 0.9592 3.7532 -0.1215
O 2.2037 2.0169 -0.9405
O -5.7970 -1.8357 -1.1783
O 6.7008 -0.0029 -1.2760
O -4.8288 2.3591 1.4229
O 6.3653 -1.5784 0.3479
C -2.8156 -1.4238 2.5956
C 5.5250 -2.7146 0.4195
C -5.2560 -0.6228 -0.8840
C -4.7853 1.4171 0.4689
C -5.0448 -1.4276 2.7351
C -3.6389 1.1783 -0.7251
C -2.3633 2.1942 -0.8938
C 3.4748 1.9603 -1.5601
C 4.2003 3.1219 -0.9623
C -0.6213 0.1823 -0.1332
C -0.9135 1.4616 -1.1156
C 2.0150 3.3082 -0.5398
C -4.5159 -2.7634 3.1461
C 6.2470 -1.0763 -0.9161
C 5.4030 -3.1423 -1.0071
C -3.8887 -0.0171 -1.5892
H -2.3284 2.9858 -0.0163
H -1.5567 -0.4685 0.1326
H 4.9214 3.5636 -1.6555
H 4.5633 -2.4168 0.8504
H 0.1263 -0.5389 -0.7186
H 3.3450 2.0605 -2.6428
H 4.7155 2.8593 -0.0323
H -0.7214 1.2079 -2.2634
H 3.9675 1.0075 -1.3477
H 5.9721 -3.4887 1.0492
H -5.0657 -3.5887 2.6854
H -0.0747 0.5448 0.8629
H 6.1991 -3.8320 -1.3066
H 4.4346 -3.6020 -1.2227
H -4.5172 -2.8975 4.2329
H -0.0856 2.2794 -0.8492
H -5.4590 -1.4358 1.7214
H -5.8035 -1.0500 3.4260



This record from the Open Molecules 2025 dataset describes the molecule C16H18ClN3O4S. The level of theory is ωB97M-V/def2-TZVPD.

Values from the calculation:
highest occupied orbital energy	-9.37	eV
LUMO energy	-0.015	eV
largest force on an atom	1.4	eV/A
SMILES	Cc1cc(NC(=O)c2ccc(Cl)c(S(=O)(=O)N3CCCCC3)c2)no1

Geometry (Å):
Cl -3.3192 -2.6083 -0.1760
S -2.3239 0.3517 0.9493
O 3.3419 -2.1897 -0.0385
O 5.6759 2.0335 -0.1812
O -1.5976 1.0505 1.9663
O -3.6163 -0.1688 1.2822
N -2.3225 1.3103 -0.4215
N 2.8653 0.0305 -0.1063
N 4.3366 1.8297 -0.2124
C 6.3089 0.8544 -0.0566
C -1.6560 -2.1995 -0.1221
C -0.7099 -3.1280 -0.5514
C 2.5289 -1.2920 -0.0613
C 0.6303 -2.8056 -0.5195
C -2.3323 2.7416 -0.1831
C -4.6951 2.8736 -0.9841
C 5.3870 -0.1511 -0.0034
C 7.7898 0.8495 -0.0015
C -1.2396 -0.9642 0.3510
C 1.0571 -1.5548 -0.0699
C -3.2465 0.8899 -1.4566
C 4.1484 0.5334 -0.1068
C -4.6758 1.3605 -1.1881
C -3.7349 3.2506 0.1420
C 0.1057 -0.6460 0.3767
H -5.7064 3.2050 -0.7432
H -5.0396 0.8643 -0.2874
H -4.3864 3.3721 -1.9072
H -3.2034 -0.1984 -1.5119
H -1.9443 3.2288 -1.0838
H -1.0401 -4.0920 -0.9032
H -1.6509 2.9251 0.6475
H 2.1448 0.7347 -0.1747
H -2.8821 1.2997 -2.4051
H -4.0631 2.7870 1.0748
H 5.5339 -1.2041 0.0912
H 8.1995 1.3011 -0.9035
H -3.7094 4.3324 0.2814
H 0.3620 0.3125 0.8008
H 8.1503 -0.1702 0.0891
H 8.1343 1.4332 0.8506
H 1.3767 -3.5171 -0.8393
H -5.3144 1.0758 -2.0258



Q: The highest highest occupied orbital energy belongs to which entry?
A: C16H18BrNSn